No. 1
{"formula": "CH4N2O3", "method": "ωB97M-V/def2-TZVPD", "de_lowest_kcal_mol": 29.2, "smiles": "N[C@@H](O)ON=O", "orbital_gap_ev": 10.2018, "fmax_ev_per_a": 4.69, "symbols": ["C", "N", "N", "O", "O", "O", "H", "H", "H", "H"], "xyz": [[-0.328, -0.382, 0.216], [-0.150, 2.104, 0.488], [-0.271, -1.021, -1.045], [0.516, 3.073, 0.355], [0.174, -1.107, 1.237], [0.561, 0.837, 0.135], [-1.174, 0.013, 0.593], [0.626, -1.379, -1.296], [-0.805, -0.455, -1.694], [0.852, -1.681, 1.011]], "forces_ev_per_a": [[4.584, 0.271, -0.976], [1.319, 0.121, -0.473], [-2.257, 0.392, 1.122], [-0.953, -2.577, 0.144], [-1.781, 0.549, 1.826], [-0.393, 1.997, 0.027], [-3.656, 0.985, 0.227], [0.387, 0.301, -0.451], [0.721, -0.456, -0.510], [2.032, -1.584, -0.936]]}

---

No. 2
{"formula": "CH4N2O3", "method": "ωB97M-V/def2-TZVPD", "de_lowest_kcal_mol": 9.2, "smiles": "NC=O.O=NO", "orbital_gap_ev": 10.6554, "fmax_ev_per_a": 3.56, "symbols": ["C", "N", "N", "O", "O", "O", "H", "H", "H", "H"], "xyz": [[1.634, 0.204, 0.186], [0.596, 1.146, -0.051], [-1.906, -0.386, -0.147], [-3.080, -0.489, -0.305], [-1.247, -1.580, 0.140], [1.400, -0.977, 0.408], [2.609, 0.564, 0.345], [-0.331, -1.264, 0.264], [0.708, 1.997, -0.570], [-0.383, 0.784, -0.270]], "forces_ev_per_a": [[-3.549, 0.253, 0.140], [-0.310, -1.905, -0.442], [-1.227, -0.751, -0.125], [1.832, -0.321, 0.318], [-1.644, 0.945, -0.309], [-0.140, 0.659, -0.308], [1.419, 0.984, -0.230], [0.861, -0.351, 0.108], [0.934, 0.276, 0.152], [1.823, 0.210, 0.696]]}

---

No. 3
{"formula": "CH4N2O3P", "method": "ωB97M-V/def2-TZVPD", "de_lowest_kcal_mol": 31.9, "charge": -1, "orbital_gap_ev": 8.5896, "fmax_ev_per_a": 3.93, "symbols": ["C", "N", "N", "O", "O", "O", "P", "H", "H", "H", "H"], "xyz": [[-1.698, 1.665, -1.239], [-0.852, 1.047, -1.787], [0.358, -0.959, -0.683], [-0.804, -0.244, 1.540], [-2.556, 2.351, -0.730], [1.599, -1.398, 1.599], [0.493, -0.429, 0.868], [1.271, 0.829, 0.749], [1.307, -2.199, 1.910], [1.216, -0.752, -1.045], [-0.334, 0.089, -1.182]], "forces_ev_per_a": [[-1.914, 1.771, 1.027], [0.547, -0.391, -0.345], [-3.020, 0.470, 2.329], [0.183, -0.158, 0.734], [0.973, -0.853, -0.658], [1.199, 3.638, -0.855], [0.231, 0.224, -1.768], [-0.397, -1.213, 0.654], [-1.418, -2.846, 0.985], [3.219, 0.302, -1.777], [0.398, -0.943, -0.327]]}

---

No. 4
{"formula": "CH4N2O3P", "method": "ωB97M-V/def2-TZVPD", "de_lowest_kcal_mol": 41.4, "smiles": "NC(=O)[P@@](N)(=O)[O-]", "charge": -1, "orbital_gap_ev": 8.3667, "fmax_ev_per_a": 4.20, "symbols": ["C", "N", "N", "O", "O", "O", "P", "H", "H", "H", "H"], "xyz": [[1.440, 0.372, 0.073], [-2.146, 1.133, 0.084], [1.942, -0.830, -0.123], [-0.883, -0.299, -1.664], [1.959, 1.424, 0.381], [-0.800, -1.267, 0.667], [-0.638, -0.085, -0.200], [-2.171, 1.562, 0.999], [-2.852, 0.426, -0.013], [1.251, -1.460, -0.349], [2.899, -0.976, 0.146]], "forces_ev_per_a": [[-3.758, 1.862, 0.255], [3.221, -0.361, -0.251], [2.313, 1.701, 0.398], [0.916, 0.215, 0.039], [0.530, -0.555, -0.054], [0.256, -0.726, 1.460], [-1.886, 1.618, -1.876], [-0.146, -0.337, 0.324], [-0.475, -0.286, 0.237], [-1.061, -2.533, -0.325], [0.090, -0.598, -0.207]]}

---

No. 5
{"formula": "CH4N2O3P", "method": "ωB97M-V/def2-TZVPD", "de_lowest_kcal_mol": 56.7, "charge": -1, "orbital_gap_ev": 8.5530, "fmax_ev_per_a": 3.63, "symbols": ["C", "N", "N", "O", "O", "O", "P", "H", "H", "H", "H"], "xyz": [[0.848, 1.375, 0.472], [-2.181, 0.510, -0.392], [0.232, -1.661, 0.359], [2.649, -0.507, 0.357], [1.486, 2.306, 0.297], [0.944, -0.051, -1.516], [1.234, -0.592, -0.197], [-1.690, -0.202, -0.912], [-2.768, -0.215, 0.061], [0.757, -1.840, 1.160], [-1.512, 0.877, 0.309]], "forces_ev_per_a": [[1.494, 2.519, -0.014], [-0.786, -0.812, 0.550], [-0.671, 0.997, -1.066], [-1.654, 0.361, -0.085], [-1.261, -0.894, 0.445], [-0.483, 1.300, -1.846], [2.111, -2.947, 0.201], [1.236, 0.430, -0.638], [0.052, 1.175, 0.606], [0.611, -1.357, 2.389], [-0.648, -0.772, -0.541]]}

---

No. 6
{"formula": "CH4N2OS", "method": "ωB97M-V/def2-TZVPD", "de_lowest_kcal_mol": 139.9, "orbital_gap_ev": 8.9025, "fmax_ev_per_a": 10.35, "symbols": ["C", "H", "H", "H", "H", "N", "N", "O", "S"], "xyz": [[-0.305, 0.969, -0.185], [-0.221, -1.877, 0.335], [-2.233, 0.160, 0.610], [-0.629, 1.966, -0.204], [2.833, -0.125, -0.323], [-0.975, -0.035, 0.292], [0.987, 0.917, -0.179], [-1.022, -1.307, -0.394], [1.566, -0.669, 0.047]], "forces_ev_per_a": [[4.313, 2.128, 0.179], [-3.716, 1.981, -3.564], [5.226, -0.413, -1.500], [-1.337, 1.067, -0.247], [-1.228, -1.440, 0.860], [-9.479, -3.250, 2.601], [-0.848, -0.286, -1.521], [3.897, -1.369, 3.799], [3.172, 1.583, -0.605]]}

---

No. 7
{"formula": "CH4N2OS", "method": "ωB97M-V/def2-TZVPD", "de_lowest_kcal_mol": 88.0, "orbital_gap_ev": 7.9170, "fmax_ev_per_a": 3.85, "symbols": ["C", "N", "N", "O", "S", "H", "H", "H", "H"], "xyz": [[1.471, -0.056, -0.135], [-0.964, 0.196, -0.044], [0.373, 0.731, 0.076], [3.919, -0.715, 0.022], [3.059, 0.474, -0.001], [1.345, -1.099, -0.148], [-0.721, -0.722, -0.415], [-1.360, 0.501, 0.807], [0.588, 1.781, 0.243]], "forces_ev_per_a": [[-0.001, 2.707, 1.266], [2.692, 1.750, -2.125], [2.094, 1.626, -0.048], [1.163, -1.033, -0.012], [-1.750, 0.460, -0.399], [-0.264, -1.367, -0.268], [-1.530, -0.150, 1.129], [-1.170, -1.451, 1.138], [-1.235, -2.541, -0.680]]}

---

No. 8
{"formula": "CH4N2OS", "method": "ωB97M-V/def2-TZVPD", "de_lowest_kcal_mol": 114.2, "orbital_gap_ev": 9.7688, "fmax_ev_per_a": 3.86, "symbols": ["C", "N", "N", "O", "S", "H", "H", "H", "H"], "xyz": [[2.077, 0.224, 0.674], [2.527, -0.486, -0.112], [-0.558, 0.452, -0.593], [-1.425, -0.605, -0.194], [-0.911, -2.141, 0.054], [-1.573, -2.731, -1.034], [3.085, -1.168, -0.690], [0.391, 0.188, -1.061], [-0.201, 0.722, 0.351]], "forces_ev_per_a": [[-0.374, 0.912, 1.098], [2.144, -2.433, -2.087], [2.501, 0.509, 0.814], [-0.757, -0.021, -0.505], [-0.139, -0.827, -0.994], [0.726, 0.550, 0.889], [-1.300, 1.460, 1.186], [-2.543, -0.487, 0.667], [-0.258, 0.337, -1.067]]}